Record 1
Computed, not measured: a 2-piece molecular cluster, C5H5N overall in a non-equilibrium geometry, with wB97M-V/def2-TZVPD.

Geometry as XYZ:
```
11
Properties=species:S:1:pos:R:3:forces:R:3:lowdin_charge:R:1
C 0.984 1.596 1.966 1.22 2.02 0.44 -0.0141
C 0.431 0.568 1.692 1.68 3.10 0.89 -0.0248
C -1.924 -0.396 -1.148 1.67 0.73 -0.49 -0.1175
C 0.002 -0.868 -1.758 -0.89 -0.36 -1.79 -0.2094
C -0.745 0.294 -1.240 -0.80 2.20 0.28 0.0004
N -1.048 -1.379 -0.900 -0.31 -1.64 -0.25 0.0477
H 1.540 2.581 2.182 -1.39 -2.38 -0.44 0.0614
H -2.890 -0.215 -0.832 -1.81 -0.01 0.46 0.0869
H -0.054 -0.887 -2.885 -0.13 -0.60 1.46 0.1388
H 0.914 -1.073 -1.317 2.24 -0.27 0.27 0.0706
H 0.002 -0.279 1.385 -1.48 -2.78 -0.83 -0.0401
```
Forces are in eV/Å.

**E_HOMO**: -8.469 eV
**Kohn-Sham gap**: 0.3267 Eh
**Spin multiplicity**: 1
**Structure (SMILES)**: C1=C2CN12.C#C

---

Record 2
Computed, not measured: one molecule with the formula C5H5N in a non-equilibrium geometry, with wB97M-V/def2-TZVPD.

Geometry as XYZ:
```
11
Properties=species:S:1:pos:R:3:forces:R:3:lowdin_charge:R:1
C -1.056 0.672 -0.626 2.30 -0.31 -0.86 0.0344
C -1.741 -1.024 -0.183 2.20 -0.55 0.73 0.0536
C 1.908 0.090 -0.356 -2.61 -0.57 0.66 0.0611
C 0.918 -0.811 -0.070 2.33 2.32 -1.03 -0.1883
C -2.355 0.317 0.050 -0.25 -2.41 -0.29 -0.2262
N -0.386 -0.456 -0.102 -6.34 2.44 -0.62 -0.1578
H 2.823 -0.452 -0.271 1.16 0.87 -0.20 0.0415
H 1.677 1.203 -0.560 0.78 -2.21 0.17 0.1003
H 1.129 -1.800 0.229 0.13 -1.03 0.10 0.0997
H -2.140 0.686 0.997 -0.03 0.48 1.99 0.0826
H -3.417 0.306 -0.186 0.33 0.99 -0.68 0.0991
```
Forces are in eV/Å.

**E_HOMO**: -8.072 eV
**Kohn-Sham gap**: 0.2832 Eh
**Spin multiplicity**: 1
**Structure (SMILES)**: C=CN1C2=C1C2